{"formula": "C21H15AsCl2DyO4Y", "method": "wB97M-V/def2-TZVPD", "species": ["Y", "Dy", "Cl", "Cl", "C", "C", "C", "O", "O", "O", "O", "As", "C", "C", "C", "C", "C", "C", "C", "C", "C", "C", "C", "C", "C", "C", "C", "C", "C", "C", "H", "H", "H", "H", "H", "H", "H", "H", "H", "H", "H", "H", "H", "H", "H"], "coordinates": [[3.388425, -4.018255, -2.731005], [-0.141179, -0.532448, -2.101637], [4.638128, -1.926919, -2.614468], [0.892105, -2.935797, -2.610069], [-1.962999, -1.883395, -1.303684], [3.874985, -3.835480, -4.988755], [2.190773, -5.552625, -4.192077], [-2.825722, -2.536902, -0.893639], [4.100619, -3.917969, -6.127968], [1.588173, -6.145492, -4.981372], [1.045443, -0.375276, -0.420226], [0.089948, 0.622325, 0.653227], [-0.776565, -0.651804, 1.809142], [-1.799001, -0.198206, 2.661463], [-2.445111, -1.112204, 3.511759], [-2.063736, -2.461538, 3.503759], [-1.048436, -2.901158, 2.638720], [-0.407536, -1.997221, 1.786382], [1.259110, 1.922061, 1.433084], [2.017631, 2.774813, 0.623054], [2.753585, 3.805163, 1.217856], [2.756847, 3.961151, 2.608929], [2.014997, 3.089888, 3.417196], [1.261019, 2.063315, 2.833723], [-1.175746, 1.301798, -0.685295], [-0.629709, 1.914138, -1.853992], [-1.478333, 2.138825, -2.960851], [-2.846000, 1.867150, -2.853829], [-3.361268, 1.239619, -1.718766], [-2.523326, 0.884489, -0.662864], [-2.088816, 0.857697, 2.663710], [-3.238420, -0.763847, 4.173038], [-2.554814, -3.168691, 4.168113], [-0.750378, -3.957036, 2.629406], [0.368816, -2.329254, 1.088287], [2.033455, 2.631634, -0.463504], [3.328773, 4.491958, 0.589900], [3.343643, 4.757993, 3.071427], [2.012897, 3.202298, 4.502715], [0.668546, 1.376001, 3.446415], [0.433872, 2.196472, -1.903376], [-1.083285, 2.599855, -3.873484], [-3.536737, 2.154464, -3.654761], [-4.428695, 1.010717, -1.642229], [-2.895980, 0.337691, 0.206546]], "forces_ev_per_a": [[0.5, 1.8, 2.8], [1.5, -0.1, -0.4], [-0.7, -1.0, -0.1], [0.7, -0.5, -0.3], [-5.0, -3.9, 2.4], [2.0, -0.1, -8.0], [-3.9, -4.0, -4.4], [3.9, 3.0, -1.9], [-1.1, 0.6, 6.0], [2.8, 2.7, 3.7], [-0.9, -0.1, -1.4], [0.9, 0.3, 1.9], [-0.6, 0.6, 0.1], [-0.1, -0.2, 0.2], [0.3, 0.2, -0.4], [0.3, 0.3, -0.3], [-0.1, 0.0, 0.0], [0.1, -0.3, -0.3], [-0.2, 0.2, 0.4], [0.0, 0.3, -0.2], [0.0, -0.2, -0.3], [-0.2, -0.3, 0.1], [-0.1, -0.3, -0.2], [-0.2, 0.0, -0.1], [0.0, -0.1, -0.2], [-0.7, 0.3, 0.0], [0.6, 0.4, 0.2], [-0.6, -0.1, -0.1], [-0.4, -0.1, -0.2], [0.9, 0.4, 0.4], [0.0, -0.3, 0.1], [0.2, -0.1, -0.2], [0.1, 0.1, -0.1], [-0.2, 0.5, 0.0], [-0.2, 0.0, 0.4], [0.1, 0.2, 0.4], [-0.2, -0.3, 0.2], [-0.2, -0.2, -0.2], [0.0, 0.0, -0.4], [0.3, 0.3, -0.1], [-0.4, 0.1, 0.1], [-0.1, -0.1, 0.4], [0.4, -0.2, 0.2], [0.3, 0.1, -0.1], [0.0, 0.2, -0.2]], "s_squared": 9.34, "mol_weight_g_mol": 728.6, "homo_lumo_gap_ev": [5.30, 5.30], "fmax_ha_per_bohr": 0.1609, "multiplicity": 6, "total_charge": 4}